No. 1
C60H165N15O15 | ωB97M-V with the def2-TZVPD basis set

ORCA input file:
```
! wB97M-V def2-TZVPD RIJCOSX def2/J DEFGRID3
* xyz 0 1
C 3.97 12.38 26.30
C 3.42 12.19 27.72
C 2.43 11.09 27.83
O 1.29 11.37 27.03
C 0.25 10.45 27.07
N 4.56 11.84 28.58
H 4.21 11.37 25.94
H 4.86 13.04 26.35
H 3.17 12.83 25.68
H 2.90 13.10 28.04
H 2.14 11.08 28.90
H 2.92 10.10 27.60
H -0.45 10.84 26.35
H -0.17 10.45 28.08
H 0.51 9.42 26.79
H 4.36 11.79 29.58
H 5.27 12.59 28.54
C 2.20 24.25 24.60
C 3.11 23.04 24.86
C 4.59 23.42 24.58
O 5.14 24.33 25.57
C 6.54 24.48 25.45
N 2.99 22.64 26.22
H 2.29 24.57 23.57
H 2.41 25.08 25.25
H 1.17 23.96 24.78
H 2.84 22.17 24.20
H 4.74 23.88 23.57
H 5.22 22.53 24.58
H 6.84 24.52 24.37
H 7.11 23.63 25.85
H 6.83 25.43 25.95
H 3.12 23.41 26.88
H 3.58 21.92 26.59
C 10.62 20.62 26.81
C 9.26 20.20 27.29
C 8.83 18.93 26.63
O 8.67 19.18 25.22
C 8.35 17.95 24.53
N 9.29 19.89 28.76
H 10.53 20.89 25.73
H 11.31 19.77 26.88
H 11.01 21.51 27.30
H 8.51 21.01 27.23
H 7.87 18.62 27.09
H 9.60 18.13 26.78
H 7.47 17.42 24.93
H 9.22 17.33 24.52
H 8.06 18.15 23.49
H 9.98 19.16 28.96
H 8.38 19.47 28.95
C 9.74 15.03 19.59
C 8.39 14.85 20.29
C 8.49 15.48 21.65
O 7.25 15.31 22.42
C 7.25 14.32 23.44
N 7.33 15.54 19.57
H 10.59 14.63 20.13
H 9.87 16.12 19.48
H 9.78 14.61 18.60
H 8.12 13.80 20.39
H 8.47 16.55 21.47
H 9.33 15.16 22.24
H 8.24 14.37 23.94
H 7.15 13.28 23.08
H 6.47 14.57 24.16
H 6.68 15.72 20.30
H 6.88 14.89 18.92
C 5.37 21.19 28.14
C 5.66 20.76 29.62
C 4.40 20.98 30.42
O 3.89 22.27 30.33
C 4.50 23.18 31.20
N 6.07 19.33 29.68
H 5.14 22.23 28.12
H 4.51 20.61 27.79
H 6.21 21.04 27.47
H 6.44 21.37 30.04
H 4.62 20.74 31.49
H 3.69 20.23 30.09
H 5.49 23.49 30.79
H 4.69 22.72 32.18
H 3.85 24.04 31.21
H 5.30 18.75 29.29
H 6.22 19.13 30.66
C 2.04 10.31 24.04
C 1.85 11.67 23.31
C 1.60 11.45 21.83
O 0.37 10.73 21.71
C 0.13 10.48 20.35
N 0.73 12.45 23.91
H 1.11 9.77 24.22
H 2.57 10.47 24.98
H 2.83 9.74 23.52
H 2.79 12.24 23.33
H 2.41 10.82 21.48
H 1.60 12.41 21.28
H -0.77 9.89 20.26
H 0.98 9.96 19.85
H 0.01 11.38 19.80
H 0.89 12.41 24.94
H -0.12 11.87 23.80
C 1.44 19.53 26.00
C 0.42 20.29 26.76
C -0.91 19.59 26.92
O -1.46 19.35 25.64
C -1.44 18.00 25.20
N 0.98 20.63 28.11
H 1.08 19.24 25.00
H 1.79 18.62 26.56
H 2.30 20.17 25.81
H 0.33 21.26 26.25
H -1.62 20.24 27.47
H -0.81 18.64 27.53
H -2.20 17.46 25.76
H -0.45 17.56 25.17
H -1.72 18.09 24.14
H 0.33 21.31 28.54
H 1.80 21.23 28.00
C 9.18 23.09 19.85
C 9.88 23.72 21.05
C 9.78 22.85 22.27
O 8.38 22.71 22.57
C 8.22 21.76 23.59
N 11.32 23.79 20.77
H 9.49 23.72 19.03
H 8.12 23.02 20.03
H 9.62 22.08 19.71
H 9.36 24.63 21.34
H 10.26 23.31 23.16
H 10.30 21.91 22.05
H 8.70 21.97 24.57
H 8.52 20.71 23.27
H 7.15 21.70 23.75
H 11.84 24.14 21.58
H 11.47 24.41 20.02
C 2.13 17.34 30.87
C 2.73 16.88 29.54
C 1.61 16.20 28.74
O 2.07 15.67 27.46
C 0.95 15.03 26.80
N 3.34 17.98 28.80
H 2.89 17.77 31.55
H 1.68 16.51 31.44
H 1.43 18.17 30.76
H 3.52 16.15 29.67
H 0.84 16.96 28.61
H 1.11 15.42 29.32
H 1.26 14.83 25.77
H 0.09 15.70 26.57
H 0.71 14.12 27.36
H 2.72 18.75 28.63
H 3.72 17.69 27.92
C -1.73 22.48 24.03
C -0.85 22.41 22.79
C 0.35 21.52 23.08
O 1.20 21.47 21.89
C 2.23 20.44 21.96
N -1.67 21.96 21.64
H -2.15 21.50 24.30
H -2.63 23.08 23.79
H -1.24 22.82 24.93
H -0.43 23.39 22.52
H 0.01 20.50 23.41
H 0.87 21.98 23.94
H 1.62 19.51 21.91
H 2.87 20.44 22.86
H 2.85 20.55 21.07
H -1.06 21.50 20.98
H -2.34 21.23 21.92
C 4.57 13.15 20.61
C 5.11 12.44 19.39
C 4.11 11.39 18.94
O 4.56 10.82 17.75
C 3.67 9.84 17.27
N 5.39 13.40 18.29
H 3.66 13.61 20.31
H 5.28 13.91 21.04
H 4.35 12.51 21.49
H 6.06 11.96 19.57
H 3.18 11.94 18.78
H 3.96 10.69 19.77
H 3.37 9.17 18.11
H 4.16 9.21 16.52
H 2.77 10.29 16.87
H 5.76 12.93 17.50
H 4.59 13.98 17.99
C 6.97 19.37 21.13
C 6.23 19.52 19.77
C 7.21 19.26 18.62
O 6.61 19.55 17.31
C 7.38 19.01 16.24
N 4.98 18.78 19.70
H 7.53 18.44 21.25
H 6.26 19.44 21.93
H 7.76 20.08 21.22
H 5.95 20.61 19.71
H 7.48 18.21 18.67
H 8.09 19.89 18.83
H 6.79 18.73 15.38
H 7.91 18.13 16.53
H 8.20 19.68 15.91
H 4.65 18.95 18.75
H 5.09 17.76 19.70
C 6.14 16.07 27.44
C 6.96 14.84 27.64
C 8.47 15.22 27.57
O 9.18 13.95 27.63
C 10.60 14.08 27.68
N 6.66 14.28 28.98
H 6.65 16.80 28.11
H 5.08 16.05 27.70
H 6.19 16.48 26.42
H 6.71 14.10 26.91
H 8.66 15.88 28.44
H 8.65 15.88 26.69
H 11.05 13.17 27.44
H 10.91 14.50 28.62
H 10.92 14.76 26.89
H 7.28 13.53 29.24
H 6.75 15.01 29.72
C 3.22 15.22 23.51
C 3.18 16.73 23.27
C 4.08 17.25 24.45
O 4.21 18.66 24.41
C 5.08 19.10 25.43
N 3.63 17.14 21.97
H 3.18 15.04 24.58
H 4.18 14.75 23.19
H 2.40 14.63 23.07
H 2.19 17.11 23.40
H 5.05 16.78 24.22
H 3.75 16.88 25.44
H 4.97 20.19 25.62
H 6.13 18.99 25.19
H 4.80 18.68 26.38
H 3.93 18.09 21.93
H 4.46 16.55 21.76
C 2.55 16.31 18.30
C 1.10 16.60 18.68
C 0.82 15.73 19.90
O -0.54 15.87 20.26
C -0.92 15.15 21.41
N 0.85 18.04 18.88
H 3.21 16.37 19.21
H 2.94 16.95 17.53
H 2.68 15.31 17.87
H 0.38 16.24 17.92
H 1.44 15.95 20.74
H 0.98 14.64 19.62
H -1.97 15.36 21.53
H -0.37 15.41 22.32
H -0.76 14.06 21.29
H 1.71 18.26 19.40
H 0.07 18.04 19.54
*
```

## Properties
HOMO level	-0.3224	Eh
max |F|	2.4	eV Å⁻¹
ΔE to the lowest compared entry with this formula, charge and spin	47.4	kcal per mole
energy	-117952.0533	eV
Kohn-Sham gap	9.23	eV


No. 2
C44H39Cl2N7O14 | ωB97M-V with the def2-TZVPD basis set

ORCA input file:
```
! wB97M-V def2-TZVPD RIJCOSX def2/J DEFGRID3
* xyz 0 1
Cl -18.08 11.83 -9.41
C -18.90 12.47 -10.88
C -18.10 13.51 -11.65
Cl -16.46 12.95 -11.99
H -19.92 12.71 -10.60
H -18.97 11.59 -11.52
H -18.10 14.46 -11.13
H -18.60 13.56 -12.61
C -24.48 13.39 -0.92
C -24.77 12.04 -0.77
C -24.04 11.06 -1.45
C -23.00 11.48 -2.25
C -22.74 12.82 -2.46
C -23.42 13.78 -1.74
N -22.13 10.48 -2.86
O -22.63 9.39 -3.11
O -20.95 10.74 -2.99
H -25.06 14.12 -0.38
H -25.70 11.76 -0.29
H -24.36 10.04 -1.34
H -22.03 13.13 -3.22
H -23.24 14.83 -1.91
C -14.20 7.08 0.28
C -15.03 7.95 -0.41
C -14.66 9.25 -0.67
C -13.54 9.75 -0.01
C -12.76 8.93 0.80
C -13.09 7.60 0.93
N -13.05 11.12 -0.18
O -11.85 11.29 -0.12
O -13.83 12.00 -0.45
H -14.49 6.04 0.42
H -15.99 7.60 -0.77
H -15.31 9.92 -1.21
H -11.84 9.29 1.23
H -12.38 6.92 1.39
C -20.50 6.56 -4.61
C -19.88 7.79 -4.75
C -19.37 8.43 -3.62
C -19.50 7.82 -2.40
C -20.17 6.62 -2.21
C -20.62 5.98 -3.35
N -18.93 8.49 -1.22
O -18.27 9.49 -1.40
O -19.14 8.01 -0.12
H -20.90 6.09 -5.50
H -19.80 8.31 -5.70
H -18.86 9.37 -3.76
H -20.37 6.22 -1.23
H -21.12 5.03 -3.25
C -16.82 16.19 -2.11
C -15.89 15.26 -1.69
C -15.00 15.52 -0.64
C -15.14 16.74 0.00
C -16.08 17.68 -0.39
C -16.92 17.42 -1.46
N -14.28 17.02 1.17
O -14.64 17.89 1.93
O -13.27 16.35 1.29
H -17.48 15.94 -2.93
H -15.72 14.31 -2.20
H -14.30 14.76 -0.36
H -16.10 18.63 0.13
H -17.58 18.19 -1.82
C -12.63 9.39 -3.72
C -11.52 8.89 -3.06
C -10.77 7.87 -3.61
C -11.08 7.48 -4.90
C -12.16 7.98 -5.59
C -12.98 8.93 -4.99
N -10.18 6.53 -5.59
O -9.25 6.07 -4.96
O -10.44 6.24 -6.74
H -13.32 10.05 -3.22
H -11.38 9.24 -2.04
H -9.84 7.53 -3.17
H -12.32 7.66 -6.61
H -13.93 9.14 -5.47
C -19.41 11.94 -5.72
C -18.62 10.92 -6.24
C -17.42 10.57 -5.65
C -17.06 11.22 -4.48
C -17.79 12.27 -3.96
C -18.96 12.64 -4.61
N -15.99 10.69 -3.64
O -15.78 9.49 -3.70
O -15.30 11.45 -2.98
H -20.34 12.21 -6.20
H -18.95 10.37 -7.11
H -16.74 9.89 -6.15
H -17.45 12.87 -3.13
H -19.55 13.48 -4.26
C -21.31 18.72 -9.51
C -20.88 18.18 -8.32
C -20.99 16.80 -8.14
C -21.33 16.00 -9.22
C -21.69 16.55 -10.43
C -21.64 17.92 -10.61
N -21.41 14.55 -9.02
O -22.07 13.92 -9.83
O -20.82 14.07 -8.08
H -21.33 19.80 -9.59
H -20.68 18.75 -7.43
H -20.62 16.26 -7.27
H -21.86 15.89 -11.27
H -21.87 18.47 -11.50
*
```

## Properties
HOMO level	-0.3540	Eh
max |F|	1.8	eV Å⁻¹
ΔE to the lowest compared entry with this formula, charge and spin	0.0	kcal per mole
energy	-110381.4253	eV
Kohn-Sham gap	8.51	eV


No. 3
C37H37Cl6GeN2O4P2SeY | ωB97M-V with the def2-TZVPD basis set

ORCA input file:
```
! wB97M-V def2-TZVPD RIJCOSX def2/J DEFGRID3
* xyz 0 1
Y -0.93 -1.82 0.19
O -4.45 -1.18 -1.58
Cl -3.92 -1.59 -0.31
O -4.90 -2.00 0.68
O -2.99 -0.60 0.23
O -2.89 -2.73 -0.65
C 1.04 1.98 3.12
N 0.31 0.93 2.41
P -0.35 -0.48 3.19
C 0.81 -0.84 4.60
C 0.92 -0.05 5.71
C 1.72 -0.46 6.73
C 2.63 -1.52 6.53
C 2.49 -2.36 5.46
C 1.53 -2.03 4.49
C -1.80 0.16 3.93
C -2.22 -0.48 5.12
C -3.40 -0.11 5.77
C -4.20 0.89 5.26
C -3.82 1.50 4.09
C -2.63 1.20 3.39
P 0.63 0.72 0.74
C 0.49 2.29 -0.06
C -0.50 3.21 0.42
C -0.67 4.35 -0.29
C 0.09 4.61 -1.44
C 0.91 3.62 -1.96
C 1.04 2.41 -1.33
C 2.51 0.31 0.70
C 3.44 1.37 0.64
C 4.78 1.14 0.66
C 5.26 -0.18 0.78
C 4.35 -1.28 0.80
C 2.97 -1.02 0.76
H 0.52 2.06 4.12
H 0.94 2.92 2.57
H 2.07 1.61 3.32
H 0.36 0.82 5.75
H 1.65 0.16 7.68
H 3.47 -1.67 7.25
H 3.21 -3.17 5.31
H 1.41 -2.68 3.59
H -1.69 -1.35 5.48
H -3.73 -0.64 6.62
H -5.09 1.24 5.88
H -4.41 2.30 3.64
H -2.33 1.64 2.45
H -0.92 3.13 1.43
H -1.37 5.09 0.04
H 0.01 5.56 -2.06
H 1.32 3.74 -2.94
H 1.60 1.55 -1.89
H 3.05 2.38 0.55
H 5.47 2.04 0.56
H 6.35 -0.32 0.91
H 4.70 -2.28 0.90
H 2.31 -1.85 0.66
Cl -1.18 -4.05 1.84
C 0.09 -4.42 0.50
C 0.45 -3.51 -0.45
C 1.43 -3.72 -1.38
Cl 1.85 -2.55 -2.63
C 2.11 -4.93 -1.34
Cl 3.27 -5.46 -2.55
C 1.83 -5.84 -0.29
Cl 2.83 -7.26 -0.09
C 0.78 -5.64 0.64
Cl 0.32 -6.84 1.86
C 1.16 0.92 -5.97
Ge -0.71 1.41 -5.79
C -1.25 2.58 -4.41
C -1.21 2.17 -7.57
C -1.56 -0.41 -5.87
Se -2.81 -0.75 -4.44
C -4.32 0.09 -5.37
H 1.86 1.80 -6.07
H 1.42 0.29 -6.81
H 1.46 0.30 -5.06
H -0.52 3.44 -4.26
H -1.28 1.97 -3.49
H -2.29 2.93 -4.52
H -0.42 2.85 -7.93
H -2.17 2.71 -7.39
H -1.32 1.44 -8.37
H -0.74 -1.00 -5.48
H -1.92 -0.69 -6.88
H -5.24 -0.30 -4.90
H -4.17 -0.17 -6.42
H -4.26 1.19 -5.14
N -0.20 -0.23 -2.87
C -0.44 -0.57 -1.75
*
```

## Properties
HOMO level	-0.2464	Eh
max |F|	4.5	eV Å⁻¹
ΔE to the lowest compared entry with this formula, charge and spin	66.8	kcal per mole
energy	-266748.9920	eV
Kohn-Sham gap	6.46	eV